# 1
ORCA calculation (the ωB97M-V functional and the def2-TZVPD basis) on C19H49Mn2N3O11S as an isolated structure in a non-equilibrium geometry.

```
85
Properties=species:S:1:pos:R:3:mulliken_charge:R:1
Mn -33.01166 -2.31039 -28.36512 0.795
Mn -33.22362 -6.62268 -31.43885 0.751
S -33.10137 -4.52879 -29.81509 1.966
O -33.26614 -5.97508 -29.58690 -0.869
O -32.93828 -4.49699 -31.27678 -0.441
O -34.19733 -3.62459 -29.38986 -0.754
O -31.95852 -3.93552 -29.11652 -0.656
C -36.43970 -5.93317 -30.95558 -0.947
O -35.29279 -6.10906 -31.78750 -0.192
C -35.58918 -5.75975 -33.15126 -0.421
C -34.28984 -5.49397 -33.95905 -0.746
N -33.19928 -6.41631 -33.56541 -0.169
C -31.86342 -5.87425 -33.86795 -0.713
C -30.79148 -6.65918 -33.10636 -0.572
O -31.14844 -6.71633 -31.72384 -0.086
C -30.19511 -7.42772 -30.92680 -0.894
H -36.73280 -4.88337 -31.01343 0.386
H -36.18906 -6.08937 -29.90581 0.272
H -37.26465 -6.59694 -31.20952 0.331
H -36.12801 -4.81130 -33.17859 0.367
H -36.23159 -6.52524 -33.59060 0.502
H -34.02983 -4.48845 -33.62441 0.149
H -34.46731 -5.46013 -35.03268 0.563
H -33.32939 -7.23769 -34.15601 0.213
H -31.79493 -4.82614 -33.58443 0.196
H -31.61845 -5.97094 -34.92952 0.571
H -29.82663 -6.16484 -33.24744 0.445
H -30.66449 -7.64444 -33.56937 0.468
H -29.23074 -6.93969 -31.05359 0.267
H -30.16463 -8.48996 -31.18975 0.384
H -30.48856 -7.44967 -29.87676 0.314
C -32.02942 -1.29013 -31.09289 -0.769
O -32.01514 -1.08266 -29.68644 -0.192
C -30.78769 -0.45989 -29.20505 -0.546
C -30.77022 -0.42624 -27.65255 -0.765
N -31.29844 -1.74051 -27.21228 0.978
C -31.82436 -1.74575 -25.82833 -0.746
C -32.47159 -3.07886 -25.46998 -0.322
O -33.43216 -3.42572 -26.47574 -0.198
C -34.11830 -4.65154 -26.26206 -0.789
H -31.18176 -1.87168 -31.45506 0.339
H -32.06089 -0.34849 -31.64853 0.378
H -32.96082 -1.80077 -31.33979 0.135
H -30.81089 0.54198 -29.63777 0.475
H -29.90144 -0.93823 -29.62738 0.378
H -31.51001 0.33507 -27.40176 0.486
H -29.77677 -0.22880 -27.26087 0.278
H -30.46132 -2.33780 -27.20386 -0.783
H -32.68400 -1.06396 -25.78199 0.393
H -31.07373 -1.46323 -25.09114 0.419
H -32.94497 -3.09270 -24.48658 0.470
H -31.72049 -3.88313 -25.47333 0.241
H -34.68705 -4.93304 -27.14594 0.147
H -34.89837 -4.49844 -25.51056 0.319
H -33.42629 -5.44136 -25.97654 0.370
C -26.79033 -6.94454 -28.30178 -0.737
O -27.47721 -5.87745 -27.68870 -0.272
C -27.79887 -4.85953 -28.61770 -0.181
C -28.91718 -3.98527 -28.02512 -0.404
N -28.49675 -3.05853 -26.96109 -0.235
C -28.43627 -3.67108 -25.58943 -0.534
C -28.06640 -2.58949 -24.60310 -0.621
O -26.79666 -2.11002 -24.88520 -0.313
C -26.09876 -1.54691 -23.78623 -0.779
H -27.41676 -7.66253 -28.85256 0.184
H -26.36046 -7.59584 -27.53937 0.276
H -26.01413 -6.55860 -28.96366 0.367
H -28.26861 -5.36474 -29.47616 -0.035
H -26.94000 -4.27814 -28.96899 0.413
H -29.68264 -4.66550 -27.65252 0.225
H -29.22417 -3.34082 -28.85401 -0.071
H -27.51117 -2.87006 -27.14701 0.466
H -27.66440 -4.44198 -25.53625 0.354
H -29.44531 -4.06595 -25.45850 0.296
H -28.13437 -3.06243 -23.61193 0.448
H -28.83301 -1.80134 -24.59379 0.213
H -26.68927 -0.72820 -23.36662 0.309
H -25.15124 -1.19465 -24.18304 0.251
H -25.88664 -2.28164 -23.00444 0.325
C -36.43136 -1.50709 -30.99239 -0.628
O -35.81559 -2.67333 -31.50119 -0.396
H -35.69557 -0.75984 -30.65138 0.158
H -36.93136 -0.99748 -31.81522 0.297
H -37.11690 -1.65177 -30.15434 0.288
H -35.42856 -3.11982 -30.73494 0.160
```

The highest occupied orbital energy (spin up / spin down) comes out at -0.5000 / -0.5003 hartree. Its relative energy (zero: lowest compared OMol25 entry of this formula, charge and spin) is 0.000 eV. The value obtained for the max |F| is 0.0546 Eh/bohr. The frontier orbital gap (spin up / spin down) is 8.9 / 8.3 eV. As for the charge: +2. The total energy is -120953.20015 eV. Its spin multiplicity is 11.

# 2
ORCA calculation (the ωB97M-V functional and the def2-TZVPD basis) on C32H69FIN4O12PS10 as an isolated structure in a non-equilibrium geometry.

```
130
Properties=species:S:1:pos:R:3:mulliken_charge:R:1
C 1.80668 0.03197 4.65660 -1.055
C 3.12281 0.35604 3.98287 0.411
O 3.12500 1.75609 3.67294 -0.567
C 3.39882 -0.49716 2.75021 -1.293
N 2.19764 -0.81755 1.97315 0.251
C 2.20201 -0.23064 0.63708 -0.681
C 1.22320 -0.88506 -0.30365 -1.150
O -0.16288 -0.91910 0.06753 -0.628
C -0.67672 -0.02338 0.96581 -0.080
C -0.82703 1.38326 0.70111 0.545
P -0.45300 2.00420 -0.96764 0.497
S -1.95539 2.98076 -1.75629 -0.282
C -1.28428 2.25304 1.66360 0.924
C -1.36284 3.73728 1.41233 -1.729
C -0.88314 4.72333 2.49926 -0.948
C 0.21183 4.21675 3.43405 -1.061
I -2.49814 5.64756 3.58476 0.047
C -1.70208 1.66575 2.88630 0.767
N -2.19868 2.31910 3.93823 -0.308
S -2.52406 1.25082 5.05659 0.025
N -2.06779 -0.10854 4.32312 -0.466
C -1.63020 0.26580 3.12382 0.282
C -1.09255 -0.57139 2.12685 0.911
C -1.03237 -2.03479 2.39653 -0.964
O -0.05981 -2.62229 2.76856 -0.566
N -2.28492 -2.74200 2.28328 0.308
C -3.34481 -2.03728 1.70039 0.619
O -4.34163 -1.65502 2.21664 -0.494
F -3.12465 -1.88790 0.38040 -0.249
H 1.71627 -1.03638 4.83695 0.326
H 1.76276 0.55369 5.61009 0.465
H 0.98064 0.36970 4.04042 -0.040
H 3.92216 0.19683 4.71053 0.277
H 3.45912 1.87741 2.78153 0.328
H 4.14143 0.03508 2.14335 0.483
H 3.88390 -1.41304 3.08228 0.384
H 2.21009 -1.82079 1.83607 0.168
H 2.06461 0.84814 0.71064 0.229
H 3.17882 -0.37079 0.15251 0.584
H 1.49201 -1.93591 -0.39955 0.470
H 1.36593 -0.44118 -1.28681 0.460
H 0.70512 2.79518 -0.87497 0.119
H -0.20162 0.91587 -1.79234 0.106
H -2.39425 3.97472 1.15864 0.523
H -0.79414 3.97119 0.51906 0.139
H -0.48594 5.57011 1.95377 0.846
H 0.70053 3.32605 3.05220 0.130
H -0.17786 4.00999 4.42441 0.355
H 0.97589 4.97965 3.56254 0.380
H -2.59492 -2.97649 3.22524 0.120
C -4.80518 4.60806 -6.39948 -0.970
S -3.47198 4.30650 -5.23101 0.570
O -4.06451 4.38274 -3.87574 -0.609
C -2.62053 5.86303 -5.51700 -0.483
H -5.48669 3.76224 -6.34427 0.342
H -5.32872 5.52402 -6.12570 0.279
H -4.39529 4.68485 -7.40680 0.340
H -3.29442 6.69241 -5.30188 0.374
H -2.27451 5.90479 -6.55017 0.356
H -1.76879 5.89283 -4.84193 -0.169
C 1.28362 6.41129 -4.37540 -0.883
S 1.73140 4.67229 -4.40723 0.545
O 1.92208 4.24316 -2.98547 -0.582
C 3.35892 4.90328 -5.11369 -1.035
H 0.29732 6.50003 -3.92394 0.216
H 2.00642 6.97657 -3.78416 0.228
H 1.25362 6.78869 -5.39744 0.442
H 3.94080 5.56264 -4.46849 0.310
H 3.26107 5.33130 -6.11040 0.405
H 3.84378 3.93587 -5.18691 0.342
C 2.67354 8.97720 0.60093 -0.942
S 3.28667 8.02374 -0.79263 0.478
O 2.90620 8.75204 -2.03367 -0.620
C 2.13320 6.66380 -0.60950 -0.698
H 3.24111 9.90408 0.64722 0.348
H 1.61635 9.19694 0.45266 0.296
H 2.82341 8.40836 1.51833 0.332
H 1.11012 7.03799 -0.67052 0.344
H 2.30057 6.17546 0.35186 0.401
H 2.30811 5.95003 -1.41438 0.064
C -6.58178 -3.60260 -0.06534 -0.370
S -6.61154 -4.15774 -1.77244 0.465
O -7.94057 -4.78054 -2.00241 -0.635
C -5.43564 -5.49647 -1.54598 -0.747
H -7.29036 -2.78327 0.03143 0.345
H -6.87284 -4.42663 0.58645 0.318
H -5.58125 -3.24836 0.17973 -0.193
H -5.79989 -6.18490 -0.78138 0.184
H -4.46668 -5.08555 -1.25937 0.256
H -5.34387 -6.01898 -2.49615 0.388
C -3.66032 -6.79668 2.94852 -0.860
S -3.72937 -7.34728 1.24446 0.675
O -5.07311 -7.94464 1.01808 -0.675
C -2.56444 -8.69699 1.44516 -0.951
H -4.34361 -5.96038 3.06771 0.325
H -3.96126 -7.61442 3.60339 0.419
H -2.65128 -6.46812 3.18485 0.131
H -2.92897 -9.38662 2.20639 0.349
H -1.58906 -8.29598 1.72479 0.286
H -2.48334 -9.21735 0.49292 0.259
C -1.76093 -3.61711 7.14518 -1.235
S -1.72419 -4.16358 5.43814 0.955
O -3.06014 -4.75219 5.13710 -0.665
C -0.58434 -5.52654 5.68469 -1.218
H -2.45854 -2.78496 7.20805 0.325
H -2.09920 -4.43586 7.78000 0.389
H -0.76516 -3.28551 7.43888 0.402
H -1.00055 -6.21698 6.41823 0.415
H 0.37556 -5.13639 6.02163 0.411
H -0.45549 -6.03139 4.72944 0.311
C 2.85101 -8.11597 -0.83908 -0.952
S 1.18887 -7.89265 -0.19575 0.553
O 1.11130 -8.63907 1.08734 -0.613
C 0.37532 -8.90097 -1.43960 -0.792
H 3.53561 -7.59414 -0.17418 0.316
H 3.09255 -9.17846 -0.85986 0.310
H 2.91125 -7.68748 -1.83932 0.348
H 0.79150 -9.90802 -1.41959 0.309
H 0.51235 -8.44609 -2.42039 0.363
H -0.68449 -8.93337 -1.19809 0.178
C 7.89989 3.50318 -7.71082 -0.955
S 6.63658 2.43600 -7.01347 0.416
O 5.52875 3.32300 -6.56536 -0.522
C 7.55897 1.98115 -5.54185 -0.932
H 7.50008 3.93249 -8.62662 0.309
H 8.13676 4.29630 -7.00203 0.304
H 8.78644 2.91198 -7.93918 0.380
H 7.81976 2.88055 -4.98440 0.303
H 8.45536 1.43341 -5.83198 0.375
H 6.91948 1.34279 -4.93638 0.305
```

The highest occupied orbital energy comes out at -0.3009 hartree. The value obtained for the max |F| is 0.0397 Eh/bohr. The frontier orbital gap is 7.1 eV. The total energy is -193286.01880 eV. Its spin multiplicity is 1.

Which value of max |F| does entry 1 give? 0.0546 Eh/bohr